Computed, not measured: a molecular structure, C13H17AlF3N9O2, with ωB97M-V with the def2-TZVPD basis set.

Structure (XYZ):
```
45
Properties=species:S:1:pos:R:3:mulliken_charge:R:1
Al -0.94 -1.63 -0.91 -0.329
N -1.44 -0.95 2.34 -0.347
N -0.62 -1.92 2.93 -0.281
C -0.04 -2.86 2.19 0.717
N 0.76 -3.74 2.77 -0.328
N -0.36 -2.85 0.86 -0.236
N 0.32 -3.62 0.00 1.177
O -0.07 -3.33 -1.19 -0.595
O 1.18 -4.40 0.23 -0.624
H -1.01 -0.04 2.46 0.241
H -2.35 -0.97 2.80 0.297
H -0.41 -1.88 3.92 0.175
H 0.94 -3.68 3.76 0.200
H 1.24 -4.44 2.23 0.194
N -2.00 -0.55 -3.38 -0.570
N -1.11 -1.59 -2.92 -0.219
H -1.92 -0.47 -4.39 0.307
H -1.66 0.32 -2.98 0.265
H -0.16 -1.48 -3.30 0.382
H -1.46 -2.47 -3.30 0.403
N -3.87 -2.00 -0.97 -0.183
C -4.99 -1.28 -0.86 -0.040
C -4.64 -0.03 -0.40 -0.955
C -3.26 -0.07 -0.24 -0.343
N -2.79 -1.28 -0.58 0.779
H -3.79 -2.97 -1.25 0.163
H -5.95 -1.71 -1.12 0.474
H -5.30 0.80 -0.21 0.443
H -2.58 0.69 0.08 0.590
F 5.87 4.57 0.63 -0.238
C 4.62 5.03 0.46 0.797
F 4.64 5.83 -0.62 -0.235
F 4.31 5.78 1.52 -0.270
C 3.65 3.90 0.26 0.246
C 3.86 3.02 -0.80 -0.876
C 2.98 1.98 -1.02 -0.601
C 1.88 1.81 -0.17 0.686
C 1.68 2.70 0.89 -0.641
C 2.56 3.74 1.10 -0.598
C 0.96 0.74 -0.39 0.627
C 0.19 -0.18 -0.60 -0.378
H 4.72 3.16 -1.45 0.416
H 3.14 1.29 -1.84 0.445
H 0.82 2.57 1.54 0.369
H 2.40 4.43 1.92 0.493
```

Properties
2S+1 = 1
charge = +2
E_LUMO = -0.2652 hartree
Kohn-Sham gap = 0.252 Eh

***

Computed, not measured: a molecular structure, C13H17Cl5IrN3O4S, with ωB97M-V with the def2-TZVPD basis set.

Structure (XYZ):
```
44
Properties=species:S:1:pos:R:3:mulliken_charge:R:1
Ir -1.43 -0.47 -0.20 1.705
Cl -0.01 -0.07 7.04 -0.026
C -0.15 -0.54 5.43 0.575
C -0.71 0.35 4.47 -0.213
Cl -1.20 1.90 4.97 -0.089
C -0.85 -0.06 3.15 0.851
Cl -1.52 0.98 1.98 -0.273
C -0.48 -1.37 2.70 0.232
O -0.68 -1.76 1.53 -0.782
C 0.13 -2.24 3.69 0.335
Cl 0.63 -3.77 3.18 -0.066
C 0.28 -1.83 5.02 -0.071
Cl 0.98 -2.88 6.16 -0.083
O 1.80 0.01 0.30 -0.728
C 1.45 0.42 -0.80 0.595
O 0.29 0.48 -1.28 -0.937
C 2.57 0.97 -1.74 -0.146
N 3.88 0.65 -1.10 0.034
C 4.66 1.92 -0.95 -0.590
C 4.03 2.86 -1.96 -0.635
C 2.54 2.50 -1.88 -0.690
H 2.49 0.48 -2.72 0.384
H 4.40 -0.04 -1.64 0.392
H 3.62 0.24 -0.17 0.313
H 5.72 1.74 -1.14 0.374
H 4.53 2.30 0.06 0.293
H 4.40 2.67 -2.97 0.328
H 4.22 3.91 -1.73 0.375
H 1.99 2.81 -2.76 0.371
H 2.08 2.96 -1.00 0.344
N -4.13 -2.27 -2.56 -0.342
C -3.42 -2.95 -1.69 0.725
N -3.91 -3.96 -1.01 -0.352
S -1.72 -2.54 -1.48 -0.345
H -5.07 -2.54 -2.82 0.236
H -3.72 -1.52 -3.10 0.229
H -4.86 -4.30 -1.17 0.237
H -3.34 -4.52 -0.40 0.244
C -3.58 1.72 -1.79 -0.677
O -2.53 0.75 -1.91 -0.342
H -3.88 2.07 -2.78 0.321
H -3.27 2.57 -1.18 0.314
H -4.44 1.23 -1.33 0.300
H -1.81 1.15 -2.41 0.283
```

Properties
2S+1 = 2
charge = +3
E_LUMO (alpha / beta) = -0.4333 / -0.4374 hartree
energy above the lowest of the compared OMol25 structures with the same formula, charge and spin = 1.363 eV
Kohn-Sham gap (alpha / beta) = 0.195 / 0.193 Eh

***

Computed, not measured: a molecular structure, C13H17ClCuN2O4, with ωB97M-V with the def2-TZVPD basis set.

Structure (XYZ):
```
38
Properties=species:S:1:pos:R:3:mulliken_charge:R:1
C 3.12 3.09 -1.36 -0.288
C 4.07 1.96 -1.79 -0.912
H 2.53 3.43 -2.21 0.267
H 3.70 3.94 -0.99 0.275
H 2.43 2.78 -0.58 -0.115
H 3.55 1.01 -1.93 0.191
H 4.57 2.22 -2.73 0.347
H 4.86 1.79 -1.04 0.297
C -2.49 1.46 0.16 -0.084
C -3.89 1.41 0.20 -0.734
C -4.55 0.19 0.10 -0.463
C -3.77 -0.96 0.04 -0.662
H -1.96 2.40 0.19 0.567
H -4.43 2.34 0.33 0.401
H -5.63 0.11 0.11 0.426
H -4.23 -1.95 0.08 0.265
N -1.74 0.34 0.08 0.101
C -2.37 -0.87 0.02 0.566
C -1.48 -2.02 0.02 1.089
N -0.15 -1.77 0.12 0.157
C 0.71 -2.79 0.21 0.016
C -1.07 -4.39 -0.07 -0.437
C 0.29 -4.11 0.06 -0.751
H 1.76 -2.55 0.37 0.450
H 1.02 -4.90 0.05 0.396
C -1.97 -3.33 -0.04 -0.775
H -3.05 -3.51 -0.04 0.279
H -1.45 -5.41 -0.20 0.419
Cu 0.31 0.14 0.04 -0.631
C 2.25 -0.07 0.09 -0.931
H 2.59 -0.65 -0.77 0.427
H 2.41 -0.63 1.01 0.342
H 2.79 0.87 0.15 0.349
O -0.81 3.00 2.50 -0.658
Cl 0.25 2.10 2.13 1.780
O 0.26 2.04 0.55 -0.784
O 1.55 2.57 2.53 -0.620
O 0.01 0.75 2.62 -0.563
```

Properties
2S+1 = 2
charge = 0
E_LUMO (alpha / beta) = -0.0415 / -0.0414 hartree
Kohn-Sham gap (alpha / beta) = 0.242 / 0.298 Eh

***

Computed, not measured: C13H17ClN2O5S in the gas phase, with ωB97M-V with the def2-TZVPD basis set.

Structure (XYZ):
```
39
Properties=species:S:1:pos:R:3:mulliken_charge:R:1
C 2.69 0.65 -1.80 -0.848
C 3.96 0.08 -2.43 -0.638
C 4.75 -0.86 -1.51 -0.464
C 4.04 -2.18 -1.19 -0.910
N 3.08 -2.06 -0.12 -0.082
C 3.36 -2.40 1.14 0.655
O 4.36 -2.97 1.50 -0.673
C 2.27 -2.03 2.17 -0.411
O 1.19 -1.28 1.63 -0.423
C 1.36 0.05 1.55 0.447
O 2.36 0.62 1.90 -0.628
C 0.18 0.72 0.94 0.065
C 0.25 2.10 0.71 -0.553
C -0.81 2.77 0.14 -0.675
C -1.96 2.06 -0.21 -0.135
Cl -3.30 2.82 -0.92 -0.183
C -2.03 0.69 0.03 0.231
S -3.55 -0.13 -0.45 1.266
N -3.23 -1.71 0.03 -0.624
O -4.62 0.37 0.36 -0.591
O -3.66 -0.12 -1.87 -0.592
C -0.97 0.02 0.59 -0.235
H 2.89 1.01 -0.79 0.184
H 2.32 1.48 -2.39 0.437
H 1.90 -0.10 -1.76 0.226
H 4.62 0.92 -2.68 0.337
H 3.71 -0.43 -3.35 0.304
H 4.98 -0.35 -0.58 0.271
H 5.69 -1.10 -2.01 0.340
H 3.54 -2.57 -2.08 0.369
H 4.78 -2.91 -0.85 0.438
H 2.23 -1.55 -0.32 0.083
H 1.84 -2.95 2.57 0.355
H 2.76 -1.47 2.97 0.312
H 1.15 2.62 1.00 0.484
H -0.77 3.83 -0.04 0.456
H -3.29 -2.35 -0.75 0.263
H -3.84 -2.00 0.78 0.255
H -1.05 -1.04 0.77 0.888
```

Properties
2S+1 = 1
charge = 0
structure (SMILES) = CCCCNC(=O)COC(=O)c1ccc(Cl)c(S(N)(=O)=O)c1
E_LUMO = -0.0131 hartree
energy above the lowest of the compared OMol25 structures with the same formula, charge and spin = 0.070 eV
Kohn-Sham gap = 0.348 Eh

***

Computed, not measured: a molecular structure, C13H17CoFN2O, with ωB97M-V with the def2-TZVPD basis set.

Structure (XYZ):
```
35
Properties=species:S:1:pos:R:3:mulliken_charge:R:1
Co 0.95 0.57 1.08 0.189
N 0.31 -2.94 3.17 -0.356
C 0.36 -2.16 2.10 0.691
O 1.01 -1.10 2.13 -0.694
C -0.36 -2.65 0.86 -0.669
C -0.84 -1.51 -0.03 -0.778
H 0.82 -2.67 4.00 0.264
H -0.17 -3.82 3.17 0.221
H -1.19 -3.28 1.15 0.398
H 0.36 -3.27 0.31 0.369
H 0.00 -0.84 -0.27 0.279
H -1.16 -1.91 -0.99 0.514
F -4.84 -0.78 -1.81 -0.315
C -3.78 -0.33 -1.11 0.589
C -3.30 -1.08 -0.08 -1.131
C -2.03 -0.68 0.59 0.740
C -1.74 0.80 0.46 0.057
C -0.86 1.42 1.47 -1.324
C -2.25 1.48 -0.60 -0.436
C -3.23 0.91 -1.46 -0.766
H -3.78 -2.02 0.17 0.411
H -2.08 -0.94 1.66 0.498
H -1.09 1.10 2.49 0.351
H -0.84 2.50 1.41 0.564
H -1.97 2.51 -0.76 0.401
H -3.63 1.46 -2.30 0.449
C 3.96 2.70 -2.74 -1.090
C 4.35 1.86 -1.51 -0.246
C 3.21 1.47 -0.71 0.599
N 2.31 1.15 -0.09 -0.349
H 4.84 2.84 -3.36 0.324
H 3.59 3.68 -2.44 0.335
H 3.19 2.20 -3.32 0.353
H 5.04 2.41 -0.87 0.280
H 4.84 0.94 -1.82 0.276
```

Properties
2S+1 = 5
charge = +1
E_LUMO (alpha / beta) = -0.0934 / -0.1488 hartree
Kohn-Sham gap (alpha / beta) = 0.241 / 0.253 Eh

***

Computed, not measured: a molecular structure, C13H17I2KN3O7, with ωB97M-V with the def2-TZVPD basis set.

Structure (XYZ):
```
43
Properties=species:S:1:pos:R:3:mulliken_charge:R:1
K 0.20 -0.15 0.61 0.936
O 0.03 3.00 -2.71 -0.815
C -0.19 2.10 -1.89 0.260
O 0.07 2.05 -0.65 -0.695
C -0.89 0.82 -2.42 0.102
C -1.34 0.66 -3.71 -0.629
C -1.88 -0.58 -4.06 -0.235
C -1.91 -1.63 -3.15 -0.630
C -1.44 -1.38 -1.87 0.400
N -0.98 -0.18 -1.54 0.415
C -1.25 -2.46 -0.77 0.046
O -0.90 -3.59 -1.16 -0.786
O -1.36 -2.03 0.41 -0.670
H -1.26 1.48 -4.41 0.491
H -2.26 -0.74 -5.07 0.391
H -2.26 -2.62 -3.42 0.449
I -3.32 1.36 1.24 0.044
C -2.14 3.11 1.20 -0.122
I -1.06 3.49 3.00 -0.011
H -2.79 3.95 1.02 0.454
H -1.38 2.94 0.43 -0.316
C -1.43 -1.43 4.09 -0.561
O -0.90 -2.66 3.57 -0.425
C 0.17 -2.53 2.78 0.853
O 0.72 -1.46 2.58 -0.762
N 0.58 -3.73 2.28 -0.040
N 1.50 -3.75 1.19 -0.779
H -1.87 -1.67 5.05 0.269
H -2.19 -1.07 3.41 0.148
H -0.67 -0.67 4.20 0.297
H -0.12 -4.45 2.25 0.305
H 2.09 -2.94 1.31 0.327
H 0.94 -3.66 0.34 0.343
C 3.21 1.86 -1.67 -1.197
C 2.82 1.45 -0.28 1.132
C 2.76 2.53 0.77 -1.078
O 2.56 0.30 0.00 -0.705
H 4.11 2.49 -1.64 0.400
H 2.40 2.45 -2.11 0.234
H 3.40 0.97 -2.27 0.279
H 3.78 2.84 1.01 0.429
H 2.28 2.15 1.67 0.184
H 2.20 3.39 0.39 0.269
```

Properties
2S+1 = 1
charge = -1
E_LUMO = 0.0774 hartree
Kohn-Sham gap = 0.290 Eh

***

Computed, not measured: C13H17N3O3 in the gas phase, with ωB97M-V with the def2-TZVPD basis set.

Structure (XYZ):
```
36
Properties=species:S:1:pos:R:3:mulliken_charge:R:1
C 3.55 1.19 1.08 -1.606
C 3.61 0.18 -0.07 1.359
C 4.87 -0.68 0.03 -1.767
C 3.57 0.90 -1.42 -1.600
N 2.47 -0.72 0.02 -0.161
C 1.18 -0.38 -0.02 0.663
O 0.69 0.73 -0.14 -0.744
C 0.28 -1.62 0.10 0.518
O 0.70 -2.75 0.21 -0.743
N -1.01 -1.26 0.07 -0.037
N -2.05 -2.18 0.15 -0.370
C -3.38 -1.92 0.04 0.133
O -4.17 -2.83 -0.05 -0.635
C -3.77 -0.48 0.06 0.564
C -4.68 -0.03 -0.89 -0.514
C -5.08 1.29 -0.89 -0.479
C -4.59 2.17 0.06 -0.459
C -3.70 1.72 1.03 -0.497
C -3.29 0.40 1.03 -0.337
H 3.57 0.67 2.03 0.382
H 2.63 1.76 1.01 0.373
H 4.39 1.87 1.03 0.423
H 4.91 -1.41 -0.77 0.433
H 5.76 -0.05 -0.03 0.432
H 4.90 -1.21 0.98 0.431
H 3.60 0.19 -2.24 0.382
H 2.65 1.48 -1.50 0.367
H 4.41 1.58 -1.51 0.421
H 2.64 -1.72 0.12 0.315
H -1.25 -0.28 -0.06 0.415
H -1.72 -3.15 0.13 0.258
H -5.06 -0.73 -1.62 0.424
H -5.78 1.64 -1.63 0.389
H -4.90 3.20 0.06 0.390
H -3.33 2.39 1.78 0.388
H -2.62 0.04 1.80 0.491
```

Properties
2S+1 = 1
charge = 0
structure (SMILES) = CC(C)(C)NC(=O)C(=O)NNC(=O)c1ccccc1
E_LUMO = 0.0237 hartree
energy above the lowest of the compared OMol25 structures with the same formula, charge and spin = 0.000 eV
Kohn-Sham gap = 0.358 Eh

***

Computed, not measured: C13H17N5O in the gas phase, with ωB97M-V with the def2-TZVPD basis set.

Structure (XYZ):
```
36
Properties=species:S:1:pos:R:3:mulliken_charge:R:1
O -1.31 -1.77 -2.09 -0.674
C -1.24 -1.14 -1.08 0.339
N -2.25 -1.34 -0.20 -0.108
C -2.66 -0.51 0.85 0.472
C -3.63 -0.97 1.72 -0.383
N -4.07 -0.24 2.85 -0.561
C -3.55 0.93 3.03 0.005
N -3.75 1.72 4.12 -0.649
C -3.09 2.84 3.88 -0.367
C -2.31 2.77 2.61 -0.672
C -2.60 1.55 2.10 0.828
N -2.17 0.82 0.99 -0.087
N -0.15 -0.37 -0.75 -0.281
C 1.08 -0.48 -1.50 -0.256
C 1.88 -1.72 -1.07 -0.663
C 3.25 -1.77 -1.77 -0.682
C 4.02 -0.50 -1.54 -0.732
C 3.25 0.72 -2.02 -0.656
C 1.88 0.81 -1.29 -0.816
H -2.91 -2.02 -0.52 0.270
H -4.06 -1.98 1.60 0.333
H -3.11 3.71 4.49 0.432
H -1.65 3.48 2.17 0.436
H -1.44 1.20 0.40 0.251
H -0.05 -0.20 0.24 0.548
H 0.81 -0.59 -2.57 0.300
H 2.04 -1.64 0.03 0.265
H 1.35 -2.61 -1.32 0.392
H 3.10 -1.98 -2.84 0.328
H 3.80 -2.60 -1.30 0.339
H 5.00 -0.55 -1.95 0.341
H 4.22 -0.42 -0.48 0.354
H 3.08 0.58 -3.09 0.328
H 3.89 1.63 -1.85 0.335
H 2.04 0.98 -0.20 0.353
H 1.32 1.67 -1.66 0.339
```

Properties
2S+1 = 1
charge = 0
structure (SMILES) = O=C(Nc1cnc2nccc-2[nH]1)NC1CCCCC1
E_LUMO = -0.0107 hartree
energy above the lowest of the compared OMol25 structures with the same formula, charge and spin = 0.463 eV
Kohn-Sham gap = 0.290 Eh

***

no.,F_max (eV/Å),calculated total energy (Eh)
1,0.6,-1690.328829
2,3.9,-3773.236400
3,2.6,-3016.414581
4,1.0,-1849.697739
5,1.8,-2172.672044
6,1.1,-2392.030974
7,1.1,-895.598856
8,2.9,-854.597288